The following is a quantum chemistry calculation of the molecule C15H15N3O5S, from the OMol25 dataset.

Geometry as XYZ:
```
39
Properties=species:S:1:pos:R:3
C 2.2446 -1.0191 -3.0078
C 2.9467 -1.3997 -1.7181
O 2.5064 -0.5129 -0.6835
C 3.0208 -0.7041 0.5287
O 3.8304 -1.5499 0.7938
C 2.4129 0.2595 1.5368
C 1.2640 -0.4451 2.1852
C 1.1528 -0.7636 3.5006
S -0.3247 -1.5993 3.8064
C -0.6807 -1.4627 2.0843
N -1.8416 -1.9988 1.6071
C -2.3387 -2.0543 0.3209
O -3.3804 -2.6299 0.1219
C -1.5370 -1.3524 -0.7494
C -1.6823 0.1404 -0.6302
C -2.9381 0.7024 -0.4115
C -3.0850 2.0701 -0.3004
C -1.9634 2.8836 -0.4128
N -2.1051 4.3101 -0.2901
O -3.2194 4.7542 -0.1099
O -1.0997 4.9852 -0.3715
C -0.7058 2.3378 -0.6429
C -0.5703 0.9686 -0.7515
N 0.2228 -0.8517 1.4063
H 1.1685 -1.1306 -2.9042
H 2.5902 -1.6625 -3.8114
H 2.4646 0.0141 -3.2629
H 4.0342 -1.3123 -1.8147
H 2.7147 -2.4286 -1.4216
H 3.1594 0.5191 2.2852
H 2.0561 1.1482 1.0167
H 1.8355 -0.5597 4.2989
H -2.4264 -2.4651 2.2925
H -0.4860 -1.6255 -0.6641
H -1.9325 -1.6814 -1.7140
H -3.8032 0.0615 -0.3303
H -4.0499 2.5214 -0.1275
H 0.1436 2.9977 -0.7336
H 0.4019 0.5355 -0.9211
```

**Electronic energy**: -41339.861 eV
**Energy relative to the best compared isomer or geometry (same formula, charge and spin)**: 151.51 kJ/mol
**Kohn-Sham gap**: 8.473 eV
**SMILES string**: CCOC(=O)Cc1csc(NC(=O)Cc2ccc([N+](=O)[O-])cc2)n1
**HOMO**: -8.954 eV
**Largest force on an atom**: 1.4 eV Å⁻¹

=====

The following is a quantum chemistry calculation of the ion C15H15N4O2 with charge -1, from the OMol25 dataset.

Geometry as XYZ:
```
36
Properties=species:S:1:pos:R:3
C -0.0052 -3.1313 3.2725
N -0.5265 -3.2195 1.9191
C -0.7523 -4.5256 1.3393
C -0.5541 -2.1276 1.0928
C -0.2018 -2.2562 -0.2759
C 0.0382 -1.0649 -1.0090
C -0.4529 0.1475 -0.5151
C -0.5659 1.4423 -1.3083
C -0.6533 1.2783 -2.8034
C -0.6951 2.3905 -3.6714
N -0.7403 3.3219 -4.3688
C -0.8456 0.0390 -3.4521
N -1.0172 -0.8673 -4.1905
C -0.7405 0.2751 0.8379
C -0.6824 -0.8144 1.6679
H 0.1766 -2.0955 3.5667
H -0.6887 -3.5772 4.0016
H 0.9755 -3.6458 3.3371
H -1.3912 -4.4277 0.4402
H 0.1884 -5.0140 1.0084
H -1.2921 -5.2112 2.0258
H -0.0638 -3.2577 -0.7221
H 0.5752 -1.1644 -1.9579
H -1.5391 1.9904 -1.0897
H -1.0679 1.2453 1.1701
H -0.7870 -0.6590 2.7476
C 1.6801 2.5640 0.0251
C 1.9548 4.0647 0.0206
O 0.8001 4.7554 -0.4902
C 0.0787 3.7742 -1.1533
O -0.9527 4.0734 -1.7255
N 0.6499 2.4644 -1.0503
H 2.6915 2.1104 -0.1565
H 1.3566 2.3573 1.0658
H 2.2273 4.4880 0.9944
H 2.8227 4.2773 -0.5932
```

**Electronic energy**: -25852.608 eV
**Net charge**: -1
**Kohn-Sham gap**: 5.549 eV
**HOMO**: -3.051 eV
**Largest force on an atom**: 2.3 eV Å⁻¹

=====

The following is a quantum chemistry calculation of a structure of composition C15H15N4Se5SiTeV, from the OMol25 dataset.

Geometry as XYZ:
```
42
Properties=species:S:1:pos:R:3
V 0.4806 0.6854 -0.8472
Se -0.1814 1.4446 6.8645
N 0.6195 0.2350 5.8332
C 0.4417 0.6106 4.5972
C 0.9559 -0.1241 3.4446
C 1.7026 -1.2972 3.5470
C 2.1395 -1.9085 2.3945
C 1.8228 -1.3425 1.1632
N 1.1176 -0.2219 1.0584
C 0.6885 0.3767 2.1763
C -0.0772 1.6073 1.9786
N -0.2661 1.9937 0.7008
C -0.9295 3.1269 0.4735
C -1.4389 3.9144 1.5003
C -1.2613 3.5163 2.8035
C -0.5624 2.3361 3.0561
C -0.3097 1.8303 4.4037
N -0.7302 2.4261 5.4847
H 1.9216 -1.7041 4.5255
H 2.7196 -2.8195 2.4272
H 2.1327 -1.7944 0.2316
H -1.0488 3.3933 -0.5678
H -1.9675 4.8241 1.2557
H -1.6446 4.0937 3.6346
Se -0.4851 1.8852 -2.6799
Se 1.0969 3.3607 -3.6239
Te 3.1980 1.9937 -3.4591
Se 2.7946 0.8990 -1.2189
C -0.2297 -1.0479 -4.6228
Si -0.8790 -2.1614 -3.2901
C 0.1058 -3.7462 -3.2659
C -2.6891 -2.5248 -3.5469
Se -0.6964 -1.3748 -1.1333
H -0.3504 -1.5503 -5.5879
H 0.8304 -0.8259 -4.4770
H -0.7619 -0.0978 -4.6554
H -0.0320 -4.3039 -4.1967
H -0.2021 -4.3827 -2.4345
H 1.1700 -3.5303 -3.1504
H -2.8491 -3.0583 -4.4880
H -3.2653 -1.5980 -3.5754
H -3.0805 -3.1384 -2.7335
```

**Electronic energy**: -389352.895 eV
**Kohn-Sham gap (spin up / spin down)**: 5.423 / 5.422 eV
**HOMO (spin up / spin down)**: -6.820 / -6.818 eV
**Largest force on an atom**: 0.2 eV Å⁻¹

=====

The following is a quantum chemistry calculation of a cluster of 2 separate species, C15H15N5O4 in total, from the OMol25 dataset.

Geometry as XYZ:
```
39
Properties=species:S:1:pos:R:3
O -0.1473 2.7183 1.6768
N -0.7362 3.2898 0.7301
O -1.4635 4.3015 0.8872
C -0.5656 2.8030 -0.6099
C -0.7881 3.7645 -1.6587
N -0.3395 3.6318 -2.8987
C 0.2864 2.4935 -3.1654
N 1.0442 2.3007 -4.2850
O 1.8319 1.1891 -3.9899
N 1.4969 0.6486 -2.7096
O 2.1302 -0.2951 -2.2769
C 0.4626 1.4293 -2.2067
C 0.0202 1.5594 -0.8934
H -1.3065 4.6972 -1.4137
H 0.1548 0.7494 -0.1844
C 2.0856 -0.3846 3.3385
C 1.7179 -1.6913 2.9987
C 0.3781 -2.0068 2.7387
C -0.5926 -0.9960 2.7937
C -2.0799 -1.2134 2.5780
C -2.8933 -1.5356 3.8594
C -4.2452 -0.8143 3.6648
C -4.0526 0.1654 2.4900
N -2.6728 0.0109 2.1041
C -0.2094 0.3010 3.1152
C 1.1236 0.6252 3.3532
H 3.1143 -0.1443 3.5875
H 2.4757 -2.4728 2.9352
H 0.0655 -3.0268 2.4999
H -2.2286 -2.0647 1.8842
H -3.0067 -2.6160 3.9891
H -2.3743 -1.1414 4.7430
H -5.0134 -1.5471 3.3986
H -4.5497 -0.2927 4.5753
H -4.7275 -0.1114 1.6633
H -4.2592 1.2087 2.7712
H -2.3561 0.4185 1.2291
H -0.9823 1.0653 3.1614
H 1.3734 1.6646 3.5402
```

**Electronic energy**: -31430.091 eV
**Energy relative to the best compared isomer or geometry (same formula, charge and spin)**: 809.14 kJ/mol
**Kohn-Sham gap**: 6.024 eV
**SMILES string**: O=[N+]([O-])c1cnc2no[n+]([O-])c2c1.c1ccc([C@H]2CCCN2)cc1
**HOMO**: -8.410 eV
**Largest force on an atom**: 3.4 eV Å⁻¹

=====

The following is a quantum chemistry calculation of a structure of composition C15H15N5OS, from the OMol25 dataset.

Geometry as XYZ:
```
37
Properties=species:S:1:pos:R:3
C 3.2384 2.4817 1.0867
C 2.3404 1.9640 0.0293
N 1.2532 2.8119 -0.1945
H 0.9499 3.4521 0.4299
H 0.3568 2.1813 -0.8710
C 2.3014 0.6846 -0.5829
C 1.2509 0.2118 -1.3293
N 0.4745 0.0185 -2.3245
C 3.4334 -0.0893 -0.4749
O 4.5672 0.1874 0.1265
C 3.1866 -1.3689 -0.7224
H 4.0860 -1.9946 -0.9812
H 2.6184 -1.8811 -1.7185
S 2.5012 -2.3251 0.7453
C 1.0811 -1.3957 0.8387
N 0.9747 -0.3551 1.8553
N -0.1415 0.0382 1.6765
C -0.9145 -0.5941 0.8759
N -0.0083 -1.4706 0.2850
C -0.4782 -2.5916 -0.4363
H 0.1252 -3.5096 -0.4125
H -1.6199 -2.7983 -0.2858
H -0.2646 -2.2125 -1.5280
C -2.3212 -0.2262 0.5945
C -2.6878 -0.2176 -1.1420
C -3.9216 -0.1015 -1.2301
C -4.8918 0.0662 -0.2362
C -4.4366 0.5464 1.0452
C -3.2361 0.0913 1.5176
H -2.7712 0.1913 2.4923
H -5.1581 0.8004 1.7945
H -5.9646 0.4231 -0.6151
H -4.3017 -0.1696 -2.2252
H -2.0029 -0.7669 -1.6994
H 4.1170 2.5585 0.5190
H 2.8976 3.6173 1.4879
H 3.3669 1.7421 1.6096
```

**Electronic energy**: -36119.850 eV
**Energy relative to the best compared isomer or geometry (same formula, charge and spin)**: 1262.69 kJ/mol
**Kohn-Sham gap**: 7.732 eV
**HOMO**: -8.110 eV
**Largest force on an atom**: 13.2 eV Å⁻¹

=====

The following is a quantum chemistry calculation of a structure of composition C15H15NO4S2, from the OMol25 dataset.

Geometry as XYZ:
```
37
Properties=species:S:1:pos:R:3
C -3.0895 5.3269 2.1875
H -3.1367 6.4698 2.5134
O -1.9435 4.9050 2.3257
C -1.5196 3.6240 1.8994
C -0.1118 3.3086 1.9599
C 0.3102 1.8518 1.7552
C -0.5192 0.8997 1.2966
C -2.0881 1.3922 0.9208
C -2.4599 2.6401 1.2536
H -3.4399 3.0081 1.1976
H -2.8927 0.5370 0.6070
C -0.3964 -0.4987 0.7032
C 0.9125 -0.4966 0.0536
C 1.1976 -2.0251 -0.2275
O 0.7393 -3.0032 -0.1401
N 2.5195 -1.9409 -0.9707
C 3.0226 -0.5103 -1.2339
S 4.2865 -0.2892 -2.1482
S 1.7583 0.6164 -0.4426
C 2.9809 -3.1182 -1.6041
C 2.3734 -3.1795 -3.2099
C 0.9023 -3.4211 -2.9186
O 0.0944 -2.3478 -2.8192
O 0.4531 -4.6080 -2.9115
H -0.7738 -4.4955 -3.0839
H 2.6143 -2.2707 -3.6781
H 2.8890 -3.9900 -3.5649
H 3.8900 -2.9684 -1.7517
H 2.8055 -3.9688 -1.0253
C -1.2161 -1.4974 1.2784
H -1.8060 -1.9899 0.2745
H -2.0527 -1.1290 1.7342
H -0.7432 -2.3263 1.7275
H 1.3197 1.6152 1.8869
H 0.5794 3.8421 2.5046
H -3.5637 5.2068 1.1048
H -3.8951 4.8311 2.5459
```

**Electronic energy**: -47137.826 eV
**Energy relative to the best compared isomer or geometry (same formula, charge and spin)**: 1138.10 kJ/mol
**Kohn-Sham gap**: 7.210 eV
**HOMO**: -7.579 eV
**Largest force on an atom**: 18.1 eV Å⁻¹